1.
Density functional theory data (ωB97M-V with the def2-TZVPD basis set) for 6 unconnected molecules or ions with the total composition C21H51FN2O13S in a non-equilibrium geometry.

Structure (XYZ):
```
89
Properties=species:S:1:pos:R:3:forces:R:3:lowdin_charge:R:1
N 2.547 -2.126 -2.775 -1.0 -0.4 0.3 0.237
C 2.326 -3.088 -2.170 1.7 0.4 -0.8 -0.330
O 2.529 -4.217 -1.534 -0.8 0.0 0.2 -0.006
N 2.984 -4.020 -0.205 0.4 0.6 0.4 -0.039
S 4.432 -3.149 -0.097 1.6 -1.3 0.4 0.578
O 5.204 -3.365 -1.248 -0.6 0.5 -1.2 -0.191
O 5.036 -3.481 1.128 -0.7 0.1 1.2 -0.209
F 3.983 -1.667 0.023 -0.3 0.0 -0.4 -0.118
H 2.276 -3.528 0.345 -0.3 -0.2 0.0 0.106
C 0.078 -1.951 0.223 0.0 -0.2 0.2 -0.096
O 0.540 -1.449 1.462 0.1 0.0 -0.2 -0.217
C 0.866 -0.063 1.407 0.2 0.0 0.4 -0.186
C -0.244 0.782 1.991 0.0 0.3 -0.3 -0.203
O -1.427 0.685 1.221 0.0 -0.3 0.1 -0.181
C -2.372 -0.207 1.800 -0.1 0.1 -0.1 -0.093
H -0.392 -2.919 0.407 0.0 0.0 0.1 0.099
H -0.654 -1.291 -0.243 0.0 0.0 -0.1 0.100
H 0.928 -2.090 -0.454 -0.1 0.2 -0.2 0.046
H 1.090 0.238 0.380 -0.1 0.0 0.0 0.131
H 1.770 0.085 2.004 0.0 0.0 0.0 0.128
H 0.071 1.830 1.982 0.0 0.0 0.0 0.128
H -0.439 0.496 3.029 0.1 0.0 0.0 0.122
H -2.864 0.273 2.653 0.0 -0.1 0.0 0.094
H -1.903 -1.138 2.128 0.0 0.0 0.0 0.078
H -3.123 -0.444 1.051 0.0 0.0 0.0 0.077
C 3.337 0.903 -4.127 0.0 0.1 0.1 -0.112
O 2.603 2.120 -4.142 0.1 -0.1 -0.1 -0.199
C 3.071 3.045 -5.112 -0.3 0.2 0.3 -0.203
C 2.203 3.037 -6.351 0.3 0.0 -0.3 -0.201
O 2.281 1.798 -7.041 -0.1 0.0 0.1 -0.191
C 1.180 0.947 -6.781 0.0 0.0 -0.1 -0.114
H 2.766 0.175 -3.562 0.0 0.0 0.0 0.042
H 3.499 0.517 -5.135 0.0 0.0 0.0 0.086
H 4.304 1.056 -3.634 0.0 -0.1 -0.1 0.089
H 4.116 2.843 -5.368 0.0 -0.1 -0.1 0.128
H 3.022 4.038 -4.655 0.1 0.0 -0.1 0.111
H 2.564 3.808 -7.038 0.0 0.0 0.0 0.126
H 1.166 3.270 -6.094 0.0 0.0 0.1 0.127
H 0.298 1.288 -7.335 0.0 0.0 0.1 0.087
H 0.945 0.902 -5.716 0.0 0.0 0.0 0.083
H 1.443 -0.053 -7.123 0.0 0.0 -0.1 0.088
C -0.293 -3.617 3.974 -0.1 0.0 -0.1 -0.095
O -1.707 -3.723 4.068 0.1 0.1 0.1 -0.206
C -2.139 -4.442 5.211 -0.3 0.1 -0.2 -0.205
C -2.592 -3.511 6.314 0.2 -0.1 0.3 -0.205
O -1.517 -2.734 6.818 0.0 0.1 -0.2 -0.188
C -1.491 -1.417 6.296 0.0 0.0 0.1 -0.109
H -0.067 -2.845 3.241 0.0 0.0 0.0 0.065
H 0.159 -3.339 4.928 0.0 0.0 0.0 0.089
H 0.130 -4.569 3.632 0.1 0.0 0.1 0.091
H -1.351 -5.110 5.569 0.0 0.0 0.0 0.127
H -2.989 -5.059 4.903 0.0 0.0 0.0 0.124
H -2.974 -4.110 7.147 0.0 0.0 0.0 0.126
H -3.403 -2.865 5.962 0.0 0.0 -0.1 0.126
H -2.261 -0.803 6.775 0.0 0.0 -0.1 0.090
H -1.640 -1.407 5.213 0.0 0.0 0.0 0.074
H -0.514 -0.991 6.517 0.0 0.0 0.1 0.090
C 5.005 6.172 -3.126 0.0 0.0 -0.1 -0.109
O 3.603 5.995 -3.016 0.2 0.0 0.2 -0.206
C 3.238 5.238 -1.868 -0.4 0.1 -0.3 -0.204
C 2.758 6.134 -0.746 0.2 -0.1 0.3 -0.204
O 3.798 6.965 -0.255 0.0 0.1 -0.2 -0.191
C 3.739 8.287 -0.761 0.0 0.0 0.1 -0.112
H 5.185 6.962 -3.854 0.0 0.0 0.0 0.090
H 5.452 6.462 -2.174 0.0 0.0 0.0 0.084
H 5.475 5.248 -3.484 0.1 0.0 0.0 0.086
H 4.069 4.610 -1.536 0.0 0.0 0.0 0.129
H 2.417 4.578 -2.166 0.0 -0.1 0.0 0.123
H 2.429 5.506 0.087 -0.1 0.0 0.0 0.124
H 1.906 6.736 -1.074 0.0 0.0 -0.1 0.127
H 2.946 8.851 -0.258 0.0 0.0 -0.1 0.088
H 3.568 8.301 -1.839 0.0 0.0 0.0 0.083
H 4.695 8.765 -0.553 0.0 0.0 0.1 0.089
C -4.236 -3.589 0.971 0.1 0.1 0.1 -0.098
O -4.820 -2.303 0.834 -0.1 -0.2 0.0 -0.210
C -5.766 -2.233 -0.222 0.1 0.3 0.1 -0.202
C -7.187 -2.319 0.292 -0.1 -0.3 -0.2 -0.205
O -7.458 -3.587 0.869 0.1 0.0 0.1 -0.190
C -7.398 -3.578 2.285 -0.1 0.0 0.0 -0.111
H -3.739 -3.628 1.940 0.0 0.1 0.0 0.081
H -4.987 -4.380 0.928 0.0 0.0 0.0 0.086
H -3.490 -3.749 0.184 0.0 -0.1 0.0 0.087
H -5.576 -3.013 -0.965 0.0 -0.1 0.0 0.127
H -5.631 -1.262 -0.711 0.0 0.0 0.0 0.126
H -7.874 -2.196 -0.550 0.0 0.1 0.0 0.126
H -7.384 -1.518 1.010 0.1 0.0 0.0 0.126
H -8.298 -3.111 2.700 0.0 0.0 0.1 0.089
H -6.513 -3.052 2.650 0.0 0.0 0.0 0.082
H -7.353 -4.612 2.622 0.0 0.0 0.0 0.089
```
Forces are in eV/Å.

Calculated values
HOMO-LUMO gap: 8.97 eV
LUMO level: -0.01 eV

---

2.
Density functional theory data (ωB97M-V with the def2-TZVPD basis set) for a molecular structure, C21H51InN2OP in a non-equilibrium geometry.

Structure (XYZ):
```
77
Properties=species:S:1:pos:R:3:forces:R:3:lowdin_charge:R:1
C 0.437 3.426 1.350 -0.3 -0.6 -0.4 -0.157
C -0.089 3.531 -0.119 0.2 1.1 0.5 -0.321
C -1.328 4.467 -0.302 0.0 -0.9 -0.9 -0.444
C -1.847 4.198 -1.773 0.0 -0.3 1.2 -0.188
In -3.065 3.996 1.086 -0.2 0.5 -1.0 0.477
C -4.302 2.434 0.059 -0.3 0.0 -0.3 -0.328
C -5.547 1.936 0.856 0.3 0.0 -0.2 -0.303
C -5.219 0.921 1.995 -0.4 -0.5 -0.4 -0.216
C -3.978 0.030 1.712 -0.5 0.4 0.2 -0.239
C -4.128 -0.935 0.504 0.3 -0.9 0.6 -0.197
C -3.032 -2.059 0.600 0.2 0.3 -0.6 -0.211
C -1.747 -1.717 -0.211 0.1 0.4 1.4 -0.208
C -1.063 -0.377 0.262 0.1 -0.9 -1.7 -0.170
C 0.169 -0.154 -0.702 -0.2 0.2 1.1 -0.160
C 1.457 0.242 0.056 -0.4 0.2 -0.2 -0.228
O 1.771 -0.646 1.144 0.2 0.4 -0.3 -0.231
C 2.475 0.087 2.143 0.1 0.0 0.0 -0.112
P -2.370 3.406 3.458 -1.3 0.1 0.8 0.465
N -3.562 3.577 4.559 0.7 0.1 -0.4 -0.462
H 0.194 4.305 1.971 0.2 -0.2 -0.4 0.049
H 1.531 3.241 1.349 -0.5 0.2 0.2 0.059
H -0.048 2.549 1.830 0.3 0.5 0.0 0.038
H 0.759 3.933 -0.727 -0.5 -0.4 0.0 0.102
H -0.339 2.512 -0.482 0.1 0.7 0.1 0.065
H -1.044 5.536 -0.243 0.1 -0.5 0.2 0.061
H -1.058 4.415 -2.522 -0.5 0.0 0.1 0.059
H -2.083 3.112 -1.812 0.1 0.6 -0.3 0.050
H -2.791 4.739 -1.965 0.5 -0.1 -0.2 0.055
H -4.047 5.511 1.188 0.2 -0.4 0.1 -0.100
H -4.693 2.907 -0.873 0.4 -0.1 0.5 0.033
H -3.653 1.604 -0.308 -0.5 0.4 0.3 0.002
H -6.296 1.484 0.162 0.5 0.1 0.3 0.090
H -6.067 2.817 1.290 0.3 -0.5 -0.2 0.090
H -5.110 1.425 2.972 0.1 -0.1 -0.4 0.093
H -6.093 0.234 2.080 0.4 0.4 0.2 0.099
H -3.801 -0.600 2.608 -0.1 0.3 -0.4 0.110
H -3.105 0.705 1.632 -0.3 -0.5 -0.1 0.065
H -4.094 -0.445 -0.485 0.1 0.0 0.5 0.103
H -5.112 -1.453 0.562 0.4 0.5 0.1 0.107
H -2.767 -2.184 1.669 -0.1 0.0 -0.5 0.101
H -3.406 -3.043 0.247 0.0 0.5 0.1 0.097
H -1.985 -1.618 -1.287 0.1 -0.2 0.4 0.112
H -0.990 -2.515 -0.046 -0.5 0.3 -0.4 0.107
H -0.748 -0.433 1.318 -0.3 0.1 -0.5 0.119
H -1.800 0.423 0.080 0.5 -0.1 0.4 0.081
H 0.345 -1.063 -1.305 0.0 0.4 0.2 0.095
H -0.104 0.683 -1.372 0.4 -0.5 0.0 0.102
H 2.310 0.252 -0.657 -0.3 0.2 0.4 0.121
H 1.323 1.252 0.502 0.1 -0.5 -0.6 0.077
H 1.739 0.624 2.774 0.5 -0.2 -0.1 0.093
H 3.166 0.829 1.691 -0.3 -0.3 0.2 0.089
H 3.092 -0.609 2.739 -0.5 0.2 -0.2 0.085
H -1.853 2.055 3.523 0.5 0.5 0.0 -0.086
H -1.298 4.279 3.835 0.2 -0.6 -0.2 -0.076
H -3.222 4.286 5.207 -0.3 -0.2 0.2 -0.110
C 5.840 -1.486 -2.209 -0.1 0.1 0.0 -0.090
C 5.322 -2.806 -2.764 -0.1 0.2 0.1 -0.277
N 5.174 -3.839 -1.753 0.2 -0.3 0.0 -0.199
C 4.955 -5.164 -2.314 0.1 0.0 -0.1 -0.256
C 3.666 -5.404 -3.104 -0.1 -0.2 0.0 -0.091
C 4.344 -3.494 -0.608 -0.1 0.3 0.2 -0.240
C 2.895 -3.075 -0.871 -0.2 -0.1 0.2 -0.077
H 6.779 -1.628 -1.670 -0.1 0.0 0.0 0.078
H 6.024 -0.789 -3.029 0.0 0.0 0.0 0.071
H 5.121 -1.014 -1.537 0.0 0.0 0.0 0.060
H 6.043 -3.152 -3.510 -0.1 -0.2 0.0 0.115
H 4.381 -2.618 -3.301 0.0 0.1 -0.1 0.100
H 5.020 -5.904 -1.510 0.0 0.1 0.1 0.109
H 5.802 -5.391 -2.972 0.0 0.1 0.0 0.106
H 2.800 -5.486 -2.450 0.0 0.1 0.0 0.055
H 3.742 -6.350 -3.648 0.0 0.0 0.0 0.068
H 3.478 -4.621 -3.840 0.0 0.0 0.0 0.066
H 4.835 -2.680 -0.065 0.0 0.0 -0.1 0.102
H 4.347 -4.328 0.100 0.1 -0.1 -0.2 0.114
H 2.808 -2.372 -1.702 0.0 0.0 0.0 0.069
H 2.489 -2.578 0.012 0.0 0.0 0.0 0.059
H 2.255 -3.934 -1.073 0.0 0.0 -0.1 0.058
```
Forces are in eV/Å.

Calculated values
HOMO-LUMO gap: 6.21 eV
LUMO level: 2.38 eV
Net charge: -1